1.
The following is a quantum chemistry calculation of a 2-piece molecular cluster, C4H13N3 overall in a non-equilibrium geometry, from OMol25.

Last column: Mulliken charge in e.
Geometry (Å):
N (-3.499, -0.270, 0.365)  -0.3489
N (3.374, 0.449, 0.381)  -0.3108
N (1.274, 0.810, -0.760)  -0.4547
C (0.227, -0.800, 0.191)  -0.4084
C (2.560, 0.734, -0.622)  0.1384
C (-1.036, -0.185, 0.597)  -0.3916
C (-2.228, -0.743, -0.273)  -0.6277
H (3.038, 0.800, -1.622)  0.3329
H (-0.997, 0.948, 0.497)  0.4505
H (-1.191, -0.459, 1.693)  0.3875
H (-4.337, -0.302, -0.286)  0.3951
H (3.153, 0.559, 1.343)  0.2610
H (0.426, -1.327, -0.700)  0.4240
H (-3.830, -0.677, 1.266)  0.3734
H (0.968, 1.515, -1.429)  0.2388
H (-3.392, 0.740, 0.558)  0.3780
H (1.100, -0.649, 0.801)  0.1799
H (-2.370, -1.803, -0.252)  0.3824
H (-2.002, -0.356, -1.301)  0.3531
H (4.252, 0.049, 0.170)  0.2471

Computed properties:
relative energy (zero: lowest compared OMol25 entry of this formula, charge and spin) = 86.58 kcal per mole
E_HOMO = -17.34 eV
charge = +2
LUMO level = -8.8 eV

***

2.
The following is a quantum chemistry calculation of a 2-piece molecular cluster, C4H13N3 overall in a non-equilibrium geometry, from OMol25.

Last column: Mulliken charge in e.
Geometry (Å):
N (2.939, 1.634, -0.517)  -0.7575
N (-2.789, -0.743, -0.195)  -0.2371
N (0.838, -1.002, -0.927)  -0.3659
C (-1.008, 0.354, 1.320)  -0.4837
C (-1.345, -0.320, -0.023)  -0.0129
C (-0.485, -1.186, -0.601)  -0.2330
C (0.405, 0.571, 1.047)  -0.3200
H (0.934, 1.494, 0.800)  0.4011
H (3.089, 1.449, -1.507)  0.2583
H (-0.930, -2.085, -1.024)  0.3109
H (-1.155, -0.265, 2.192)  0.3903
H (-1.508, 1.279, 1.611)  0.4352
H (-3.121, -0.570, -1.147)  0.3938
H (3.632, 0.992, -0.146)  0.2574
H (1.132, -0.170, 1.333)  0.3582
H (1.102, -0.236, -1.525)  0.2742
H (-3.323, -0.202, 0.480)  0.3930
H (3.123, 2.613, -0.354)  0.2693
H (1.355, -1.869, -0.835)  0.2778
H (-2.884, -1.738, 0.020)  0.3908

Computed properties:
relative energy (zero: lowest compared OMol25 entry of this formula, charge and spin) = 129.64 kcal per mole
E_HOMO = -17.11 eV
charge = +2
LUMO level = -10.5 eV

***

3.
The following is a quantum chemistry calculation of a single C4H13N3O molecule in a non-equilibrium geometry, from OMol25.

Last column: Mulliken charge in e.
Geometry (Å):
O (-0.815, 0.367, 1.751)  -0.2714
N (-2.159, -0.722, 0.090)  -0.7074
N (-0.364, -0.037, -1.982)  -0.6949
N (-0.228, 1.600, 2.233)  -0.5528
C (-1.247, 0.394, 0.326)  -0.0575
C (1.111, -0.666, -0.046)  -0.4147
C (2.342, -0.769, -0.936)  -1.2826
C (-0.005, 0.342, -0.602)  -0.0869
H (0.031, 1.338, 3.187)  0.2693
H (0.658, -1.659, 0.036)  0.2253
H (-1.020, 2.235, 2.349)  0.2332
H (-1.120, -0.725, -1.993)  0.2943
H (-1.801, 1.324, 0.168)  0.4862
H (0.460, 1.335, -0.620)  0.4546
H (2.803, 0.211, -1.092)  0.3336
H (2.087, -1.197, -1.911)  0.2889
H (-2.884, -0.690, 0.806)  0.2811
H (3.084, -1.439, -0.489)  0.3835
H (-1.646, -1.585, 0.244)  0.2763
H (-0.749, 0.767, -2.480)  0.2638
H (1.463, -0.425, 0.963)  0.2783

Computed properties:
relative energy (zero: lowest compared OMol25 entry of this formula, charge and spin) = 64.00 kcal per mole
SMILES string = CC[C@@H](N)[C@@H](N)ON
E_HOMO = -8.79 eV
charge = 0
LUMO level = 0.9 eV

***

4.
The following is a quantum chemistry calculation of a 2-piece molecular cluster, C4H13N3O overall in a non-equilibrium geometry, from OMol25.

Last column: Mulliken charge in e.
Geometry (Å):
O (-0.773, 1.208, 1.575)  -0.5996
N (1.916, 1.210, -0.467)  -0.4592
N (-2.974, 1.568, 1.224)  -0.3894
N (1.088, -1.127, -0.803)  0.1415
C (-1.766, 0.997, 0.876)  0.6175
C (1.375, -1.798, 0.471)  -0.8021
C (2.071, -0.098, -1.134)  -0.5964
C (-1.859, 0.102, -0.314)  -0.5844
H (0.656, -2.576, 0.778)  0.3395
H (-2.807, 0.059, -0.742)  0.3827
H (1.191, 1.774, -0.886)  0.2851
H (-3.011, 2.165, 2.045)  0.2422
H (3.149, -0.402, -0.926)  0.3247
H (-3.842, 1.404, 0.728)  0.1914
H (1.333, -1.010, 1.275)  0.3441
H (2.343, -2.302, 0.586)  0.3784
H (-1.719, -0.942, 0.006)  0.1446
H (1.890, 0.034, -2.210)  0.4285
H (-1.008, 0.357, -0.988)  0.0224
H (0.985, -1.746, -1.590)  0.3252
H (1.761, 1.122, 0.495)  0.2634

Computed properties:
relative energy (zero: lowest compared OMol25 entry of this formula, charge and spin) = 30.41 kcal per mole
<S²> = 0.754
E_HOMO (spin up / spin down) = -13.36 / -13.34 eV
charge = +1
2S+1 = 2
LUMO level (spin up / spin down) = -3.2 / -8.5 eV

***

5.
The following is a quantum chemistry calculation of a 2-piece molecular cluster, C4H13N3O overall in a non-equilibrium geometry, from OMol25.

Last column: Mulliken charge in e.
Geometry (Å):
O (3.231, -0.811, 0.648)  -0.6673
N (1.934, 0.905, -1.316)  -0.3852
N (0.633, -1.003, 0.059)  -0.6033
N (-2.492, -1.137, -0.258)  -0.5378
C (0.077, 0.294, 0.113)  0.3952
C (0.877, 1.238, -0.561)  -0.2858
C (-2.420, 0.246, 0.174)  -0.4212
C (-1.146, 0.574, 0.960)  -0.8015
H (-1.026, -0.021, 1.869)  0.3547
H (0.547, 2.268, -0.652)  0.4224
H (-2.432, 0.959, -0.659)  0.3338
H (-1.895, -1.240, -1.066)  0.2179
H (2.299, -0.964, 0.758)  0.3559
H (2.433, 1.734, -1.627)  0.3355
H (0.033, -1.657, 0.553)  0.3623
H (0.664, -1.159, -0.946)  0.3005
H (2.607, 0.254, -0.877)  0.3296
H (3.763, -1.315, 1.251)  0.3095
H (-3.447, -1.376, -0.487)  0.2586
H (-3.124, 0.555, 0.957)  0.3601
H (-1.116, 1.655, 1.108)  0.3662

Computed properties:
relative energy (zero: lowest compared OMol25 entry of this formula, charge and spin) = 0.00 kcal per mole
<S²> = 0.755
E_HOMO (spin up / spin down) = -13.34 / -13.58 eV
charge = +1
2S+1 = 2
LUMO level (spin up / spin down) = -3.1 / -6.5 eV

***

6.
The following is a quantum chemistry calculation of a 2-piece molecular cluster, C4H13N3O2 overall in a non-equilibrium geometry, from OMol25.

Last column: Mulliken charge in e.
Geometry (Å):
O (1.651, 1.182, 0.631)  -0.4725
O (1.667, 0.713, -1.564)  -0.6610
N (-0.379, -0.793, 1.398)  -0.6699
N (-1.104, 1.474, -0.884)  -0.6224
N (-0.263, -0.678, -0.051)  -0.0705
C (-2.719, -0.021, 0.140)  -1.3082
C (1.846, 0.341, -0.421)  0.8663
C (-1.435, 0.103, -0.671)  -0.0993
C (2.667, -0.855, -0.027)  -1.1903
H (0.246, -1.540, 1.690)  0.2661
H (2.520, -1.092, 1.023)  0.3104
H (3.719, -0.613, -0.186)  0.3577
H (-1.557, -0.354, -1.659)  0.3982
H (-0.304, -1.624, -0.417)  0.2824
H (-2.591, 0.446, 1.113)  0.3361
H (1.343, 2.040, 0.300)  0.3846
H (-3.527, 0.470, -0.396)  0.3824
H (0.010, 0.071, 1.777)  0.2602
H (-2.971, -1.069, 0.291)  0.3366
H (2.413, -1.698, -0.659)  0.3071
H (-0.237, 1.539, -1.424)  0.3150
H (-0.992, 1.960, -0.002)  0.2909

Computed properties:
relative energy (zero: lowest compared OMol25 entry of this formula, charge and spin) = 32.14 kcal per mole
SMILES string = C[C@@H](N)NN.CC(=O)O
E_HOMO = -8.34 eV
charge = 0
LUMO level = 0.7 eV

***

7.
The following is a quantum chemistry calculation of a 2-piece molecular cluster, C4H13N4 overall in a non-equilibrium geometry, from OMol25.

Last column: Mulliken charge in e.
Geometry (Å):
N (-0.186, -0.958, 0.127)  0.6331
N (-2.224, 1.423, -0.811)  -0.5559
N (-2.168, 1.148, 0.410)  0.1903
N (-0.848, -0.283, 1.104)  -0.9800
C (0.756, -0.219, -0.531)  -0.2825
C (-0.555, -2.351, -0.203)  -0.7690
C (1.263, 1.012, -0.005)  -0.0644
C (2.764, 0.874, -0.197)  -1.3484
H (-0.887, -2.951, 0.750)  0.2819
H (3.316, 1.686, 0.255)  0.3386
H (2.975, -0.104, 0.430)  0.3345
H (-1.515, -2.291, -0.778)  0.3419
H (1.313, -0.642, -1.391)  0.3677
H (3.149, 0.688, -1.139)  0.3923
H (-2.999, 0.700, 0.833)  0.3336
H (0.728, 1.952, -0.482)  0.2923
H (-1.690, 1.911, 0.962)  0.3376
H (0.246, -2.947, -0.726)  0.2827
H (-1.562, -0.796, 1.609)  0.2836
H (-2.948, 0.923, -1.209)  0.2189
H (1.073, 1.226, 0.991)  0.3713

Computed properties:
relative energy (zero: lowest compared OMol25 entry of this formula, charge and spin) = 157.09 kcal per mole
E_HOMO (spin up / spin down) = -12.42 / -12.43 eV
charge = +1
LUMO level (spin up / spin down) = -4.6 / -4.6 eV

***

8.
The following is a quantum chemistry calculation of a 2-piece molecular cluster, C4H13N4 overall in a non-equilibrium geometry, from OMol25.

Last column: Mulliken charge in e.
Geometry (Å):
N (0.792, -0.064, 2.100)  -0.1702
N (0.313, -0.848, 0.018)  -0.0282
N (-0.844, 1.140, 0.373)  -0.6309
N (-0.075, 0.340, -0.545)  -0.2052
C (-0.406, 1.243, -3.124)  -0.8600
C (1.196, -0.082, 3.477)  -0.8632
C (0.890, -1.011, 1.168)  0.0949
C (-0.820, 0.035, -2.361)  -0.1233
H (-1.845, 0.750, 0.519)  0.2550
H (-1.928, -0.165, -2.368)  0.3174
H (-0.884, 2.098, 0.067)  0.2336
H (1.994, 0.612, 3.595)  0.3247
H (1.482, -1.077, 3.637)  0.3484
H (-0.122, -0.827, -2.414)  0.1856
H (0.215, 0.773, 1.724)  0.3824
H (-0.967, 1.230, -4.001)  0.3888
H (-0.685, 2.197, -2.523)  0.2145
H (0.534, -1.501, -0.624)  0.2365
H (0.489, 0.267, 4.232)  0.3032
H (1.516, -1.943, 1.269)  0.3211
H (0.737, 1.225, -3.303)  0.2748

Computed properties:
relative energy (zero: lowest compared OMol25 entry of this formula, charge and spin) = 120.03 kcal per mole
E_HOMO = -12.42 eV
charge = +1
LUMO level = -2.9 eV

***

9.
The following is a quantum chemistry calculation of a 2-piece molecular cluster, C4H13N4 overall, from OMol25.

Last column: Mulliken charge in e.
Geometry (Å):
N (0.093, -1.027, -0.784)  -0.3136
N (-0.799, 0.795, 1.797)  -0.1637
N (0.148, 2.275, 0.263)  -0.3120
N (1.447, -0.328, -2.619)  -0.4772
C (-0.809, 1.472, 0.685)  0.1295
C (-1.942, -0.025, 2.215)  -0.8741
C (0.270, -0.454, -1.901)  0.0080
C (1.238, -1.764, -0.235)  -1.1529
H (0.159, 2.534, -0.711)  0.2865
H (-2.012, -0.904, 1.579)  0.3534
H (-1.793, -0.324, 3.245)  0.3340
H (-2.849, 0.567, 2.155)  0.3330
H (1.304, -0.244, -3.617)  0.2621
H (0.089, 0.632, 2.252)  0.2637
H (-0.579, 0.029, -2.387)  0.4200
H (2.144, -1.038, -2.436)  0.2464
H (2.119, -1.125, -0.137)  0.4036
H (1.518, -2.574, -0.908)  0.4093
H (-1.728, 1.448, 0.108)  0.3621
H (1.049, 2.250, 0.721)  0.2340
H (0.932, -2.194, 0.714)  0.2479

Computed properties:
relative energy (zero: lowest compared OMol25 entry of this formula, charge and spin) = 24.51 kcal per mole
E_HOMO = -12.88 eV
charge = +1
LUMO level = -3.2 eV

***

10.
The following is a quantum chemistry calculation of a 2-piece molecular cluster, C4H13N4OS overall in a non-equilibrium geometry, from OMol25.

Last column: Mulliken charge in e.
Geometry (Å):
S (-1.091, -0.418, 2.516)  -0.0360
O (1.853, 0.606, -0.915)  -0.7052
N (0.917, 0.428, -0.153)  1.1078
N (-0.166, -0.037, -0.657)  -0.8016
N (-0.416, -0.430, -4.668)  -0.3276
N (1.750, -0.149, -4.051)  -0.2641
C (1.140, 0.756, 1.247)  -0.4373
C (-2.040, 0.267, 3.849)  -0.9684
C (-0.162, 1.176, 1.959)  -1.0340
C (0.511, -0.303, -3.765)  0.3546
H (-0.699, 1.795, 1.249)  0.4275
H (-0.025, -0.487, -5.645)  0.2481
H (-1.366, -0.817, -4.639)  0.2824
H (2.317, 0.064, -3.216)  0.2790
H (-1.553, 0.441, 4.795)  0.3518
H (1.901, 1.522, 1.279)  0.3598
H (-0.043, 1.716, 2.811)  0.5518
H (-2.887, -0.326, 4.094)  0.3631
H (0.306, -0.098, -2.757)  0.2653
H (1.603, -0.202, 1.740)  0.3060
H (-0.794, -0.332, 0.082)  0.1501
H (-2.405, 1.241, 3.618)  0.3144
H (2.188, -0.223, -4.952)  0.2125

Computed properties:
relative energy (zero: lowest compared OMol25 entry of this formula, charge and spin) = 13.25 kcal per mole
E_HOMO = -11.70 eV
charge = +1
LUMO level = -3.0 eV